[1]
C9H14OS | the ωB97M-V functional and the def2-TZVPD basis

Atoms and positions in Å:
C1 0.05335 -2.70580 -0.10346
C2 0.19828 -1.39571 -0.90834
C3 0.36519 -1.47620 -2.33666
C4 0.51438 -0.37096 -3.17193
C5 0.83671 0.85905 -2.46421
O1 1.46130 1.92571 -3.15558
C6 0.70927 1.00034 -1.09736
C7 0.24696 -0.08363 -0.34044
H1 -0.68539 -3.38952 -0.49548
H2 0.04865 -2.49017 1.01680
H3 0.91820 -3.23134 -0.13541
H4 0.50661 -2.38926 -2.73806
H5 0.65562 -0.59621 -4.27446
H6 1.19519 2.79109 -2.94122
H7 0.83140 2.02493 -0.70461
H8 0.51324 0.23089 0.64680
C8 -0.89524 2.26403 2.42707
S1 -2.13363 1.05098 1.92582
C9 -1.05820 -0.29926 2.72872
H9 -1.46624 3.03884 3.01219
H10 -0.13558 1.97165 3.20755
H11 -0.34012 2.81544 1.58969
H12 -0.15335 -0.42793 2.01480
H13 -1.52026 -1.17648 2.64852
H14 -0.66636 0.05950 3.64927

Results
* total charge: 0
* SMILES: Cc1ccc(O)cc1.CSC

=====

[2]
C23H30N2O2 | the ωB97M-V functional and the def2-TZVPD basis

Atoms and positions in Å:
C1 0.30126 -3.13079 2.65142
C2 -0.02755 -1.69588 3.00625
O1 0.26773 -1.23539 4.09289
C3 -0.69896 -0.93378 1.96340
C4 -1.09203 -1.40534 0.68240
C5 -1.68128 -0.36380 0.01792
C6 -2.23088 -0.37583 -1.33608
C7 -1.45452 -0.88555 -2.37715
C8 -1.94303 -0.92626 -3.66907
C9 -3.21831 -0.46106 -3.94365
C10 -4.00743 0.02484 -2.91458
C11 -3.52219 0.06356 -1.62057
N1 -1.66099 0.73939 0.84702
C12 -2.04113 2.07470 0.45778
C13 -1.10014 2.63947 -0.61741
C14 0.33717 2.55804 -0.11118
O2 0.79955 3.37209 0.66106
N2 1.01786 1.49350 -0.57247
C15 2.37055 1.16324 -0.16527
C16 3.24597 0.91013 -1.40170
C17 3.20878 -0.56133 -1.80011
C18 3.86918 -1.44145 -0.72677
C19 3.30471 -2.85933 -0.78900
C20 3.67522 -0.82444 0.66864
C21 2.35686 -0.06650 0.75562
C22 -1.05229 0.41257 2.01450
C23 -0.81384 1.39077 3.10337
H1 -0.61003 -3.67347 2.41136
H2 0.96069 -3.15865 1.78693
H3 0.79411 -3.60661 3.49507
H4 -0.98915 -2.40202 0.30124
H5 -0.46051 -1.25442 -2.16380
H6 -1.32716 -1.31999 -4.46432
H7 -3.59944 -0.48749 -4.95333
H8 -5.01072 0.36828 -3.11986
H9 -4.16120 0.40763 -0.82047
H10 -1.99389 2.71302 1.34050
H11 -3.06643 2.07762 0.07951
H12 -1.21849 2.08933 -1.55175
H13 -1.35161 3.68686 -0.78384
H14 0.54882 0.82272 -1.16137
H15 2.73475 2.04058 0.37703
H16 4.27559 1.19716 -1.18673
H17 2.89384 1.53814 -2.22259
H18 3.71644 -0.70271 -2.75584
H19 2.16999 -0.87006 -1.93811
H20 4.94350 -1.49632 -0.93126
H21 3.82804 -3.51264 -0.09458
H22 3.41253 -3.26899 -1.79132
H23 2.24716 -2.86143 -0.53130
H24 4.49259 -0.13737 0.89286
H25 3.69567 -1.61170 1.42351
H26 2.15927 0.24103 1.78252
H27 1.54186 -0.72763 0.45456
H28 -1.75215 1.80629 3.47243
H29 -0.31260 0.88267 3.92185
H30 -0.18348 2.20991 2.75515

Results
* total charge: 0
* SMILES: CC(=O)c1cc(-c2ccccc2)n(CCC(=O)N[C@H]2CC[C@@H](C)CC2)c1C

=====

[3]
C17H12N2O7Zn | the ωB97M-V functional and the def2-TZVPD basis

Atoms and positions in Å:
Zn1 0.34796 -0.43982 0.61032
C1 1.55861 -2.35549 1.79996
O1 1.65610 -2.22936 0.48099
O2 1.89470 -3.30558 2.48166
O3 0.84053 -1.37453 2.34171
C2 -1.18885 0.90331 -3.01950
C3 -0.82465 0.66668 -1.65537
C4 -1.02836 1.76698 -0.50795
O4 -0.72478 1.34345 0.65796
C5 -1.49241 2.99411 -0.91552
C6 -1.78773 3.30555 -2.33119
C7 -1.54007 2.21950 -3.42044
O5 -1.82903 2.42820 -4.61161
O6 -2.40838 4.30876 -2.61659
O7 -0.24951 -0.40743 -1.34347
H1 -1.07988 0.15887 -3.75183
H2 -1.73581 3.71975 -0.17208
N1 2.22755 0.92647 0.49457
C8 3.35486 0.21079 0.35791
C9 4.60385 0.82737 0.49559
C10 4.65829 2.19643 0.84661
C11 3.41943 2.89525 1.02405
C12 2.26504 2.21166 0.80746
H3 3.18754 -0.83038 0.17869
H4 5.54594 0.37274 0.22090
H5 5.62558 2.71435 0.76618
H6 3.40895 3.95942 1.31766
H7 1.30003 2.70637 0.87298
N2 -1.93739 -1.65020 1.00045
C13 -1.73240 -2.70123 1.78226
C14 -2.53691 -3.82063 1.63925
C15 -3.49220 -3.85790 0.65533
C16 -3.64917 -2.69510 -0.10181
C17 -2.82329 -1.60753 0.07557
H8 -0.78834 -2.64785 2.41181
H9 -2.13202 -4.64174 2.22960
H10 -3.97923 -4.81391 0.42562
H11 -4.24007 -2.74757 -0.99221
H12 -2.69448 -0.70978 -0.53552

Results
* total charge: -2

=====

[4]
C4H8O | the ωB97M-V functional and the def2-TZVPD basis

Atoms and positions in Å:
C1 -0.20302 -1.16338 0.10734
C2 0.59729 -0.32292 -0.60933
C3 1.74841 0.40137 -0.01177
H1 0.01330 -1.36716 1.14744
H2 -0.74296 -1.93858 -0.41710
H3 0.48840 -0.24004 -1.68202
H4 1.69729 0.38820 1.07701
H5 1.76632 1.44576 -0.32095
H6 2.68495 -0.07420 -0.31584
C4 -1.96877 0.55701 0.25025
O1 -2.26151 0.51492 -0.95680
H7 -1.06508 0.88625 0.78748
H8 -2.75464 0.91277 0.94429

Results
* total charge: 0
* SMILES: C=CC.C=O

=====

[5]
C17H15NO5S2 | the ωB97M-V functional and the def2-TZVPD basis

Atoms and positions in Å:
C1 -4.66012 -2.93002 1.43874
C2 -4.69530 -2.45974 -0.01018
C3 -3.88420 -1.17950 -0.21069
C4 -2.40409 -1.43386 -0.16361
O1 -1.88643 -2.51163 -0.01562
N1 -1.62379 -0.29872 -0.37013
C5 -0.23451 -0.44630 -0.59473
C6 0.30491 0.04509 -1.78285
C7 1.66574 -0.01401 -2.02060
C8 2.47464 -0.58219 -1.05338
O2 3.82926 -0.68296 -1.15100
C9 4.42655 -1.25414 -0.10137
O3 5.59663 -1.42339 0.01045
S1 3.20728 -1.72747 1.13862
C10 1.93260 -1.09673 0.12634
C11 0.57367 -1.03406 0.37040
S2 -2.10919 1.34921 -0.39228
O4 -3.20469 1.50295 0.51222
O5 -2.28798 1.75800 -1.75078
C12 -0.64664 2.09970 0.31102
C13 -0.37055 1.84363 1.64015
C14 0.78169 2.36842 2.20073
C15 1.63318 3.14327 1.42762
C16 1.33219 3.40957 0.10101
C17 0.18234 2.88386 -0.46600
H1 -5.04943 -2.15894 2.10054
H2 -5.26397 -3.82591 1.56079
H3 -3.64008 -3.16172 1.73190
H4 -5.72808 -2.26953 -0.30742
H5 -4.29232 -3.24338 -0.65361
H6 -4.10419 -0.72235 -1.17922
H7 -4.14107 -0.44142 0.55074
H8 -0.35954 0.48277 -2.51025
H9 2.09849 0.36416 -2.93161
H10 0.15314 -1.43737 1.27533
H11 -1.05998 1.24539 2.21436
H12 1.01520 2.17382 3.23597
H13 2.53357 3.54766 1.86469
H14 1.99198 4.02395 -0.49178
H15 -0.08495 3.07163 -1.49339

Results
* total charge: 0
* SMILES: CCCC(=O)N(c1ccc2oc(=O)sc2c1)S(=O)(=O)c1ccccc1

=====

[6]
C5H3NO | the ωB97M-V functional and the def2-TZVPD basis

Atoms and positions in Å:
N1 2.49664 1.29218 0.77500
C1 1.82285 0.69987 -0.00728
C2 0.53661 -0.09575 -0.45850
C3 -0.55873 0.78397 0.23794
C4 -0.90481 -0.57582 0.39872
C5 -1.09152 -1.67147 -0.28114
O1 -1.10536 -2.85877 -0.38986
H1 0.36825 -0.57038 -1.34960
H2 -0.31613 1.31924 1.18808
H3 -1.24779 1.67693 -0.11337

Results
* total charge: 0
* SMILES: N#C[C@@H]1CC1=C=O

=====

[7]
C3H7NO2S | the ωB97M-V functional and the def2-TZVPD basis

Atoms and positions in Å:
O1 -1.55087 0.54032 -1.37912
C1 -1.83240 0.04786 -0.32190
O2 -3.14990 -0.46456 -0.11404
N1 -1.11669 -0.13182 0.80913
C2 0.26797 0.30266 0.99964
C3 1.12518 -0.10425 -0.24399
S1 2.88781 0.05243 0.21061
H1 -3.09534 -1.35852 -0.48685
H2 -1.61333 -0.56796 1.57491
H3 0.70407 -0.24627 1.82802
H4 0.33557 1.38566 1.07186
H5 0.93098 0.53684 -1.10540
H6 0.64463 -1.01305 -0.61014
H7 3.46159 -0.02037 -1.02254

Results
* total charge: 0
* SMILES: O=C(O)NCCS

=====

[8]
C21H30N2O5 | the ωB97M-V functional and the def2-TZVPD basis

Atoms and positions in Å:
C1 -0.77725 -1.96073 1.79682
C2 -2.10358 -1.53819 2.41142
O1 -3.15878 -1.73976 1.46697
C3 -3.63948 -0.67683 0.83700
O2 -3.34808 0.46714 1.08777
C4 -4.58313 -1.07316 -0.27520
C5 -3.78596 -1.06481 -1.59839
N1 -3.11388 0.18813 -1.82496
C6 -1.82519 0.34665 -1.37983
O3 -1.09852 -0.61525 -1.17433
N2 -1.36982 1.62900 -1.30643
C7 -2.22588 2.77132 -1.03179
C8 -1.53260 3.74066 -0.07040
C9 -0.89740 2.95238 1.07118
C10 0.18540 1.99323 0.54899
C11 1.59325 2.48654 0.84242
O4 1.80284 3.55701 1.37000
C12 2.71075 1.61882 0.39019
C13 3.92202 2.24672 0.11078
C14 4.99780 1.50644 -0.34488
C15 4.88080 0.14240 -0.50425
C16 3.67834 -0.50989 -0.20619
O5 3.70485 -1.85162 -0.37484
C17 2.58396 -2.66998 -0.05041
C18 3.15247 -4.06657 0.19080
C19 1.55841 -2.68708 -1.18198
C20 2.59184 0.23701 0.23434
C21 0.02394 1.80926 -0.97232
H1 -0.75450 -3.03715 1.64779
H2 0.03860 -1.67486 2.45573
H3 -0.65828 -1.48103 0.82642
H4 -2.08450 -0.48029 2.69318
H5 -2.35322 -2.14601 3.28474
H6 -4.98102 -2.06897 -0.09145
H7 -5.39435 -0.34543 -0.32895
H8 -4.46312 -1.26623 -2.43254
H9 -3.01021 -1.83376 -1.56671
H10 -3.70152 1.00519 -1.86407
H11 -3.13943 2.41943 -0.54266
H12 -2.49029 3.28118 -1.96850
H13 -0.77443 4.33084 -0.58612
H14 -2.27778 4.43249 0.32416
H15 -1.68074 2.38306 1.57326
H16 -0.44658 3.63909 1.78957
H17 0.05827 1.01669 1.02309
H18 3.99580 3.31445 0.24702
H19 5.93336 1.99481 -0.57266
H20 5.70882 -0.45535 -0.85169
H21 2.12011 -2.31012 0.87835
H22 3.61454 -4.43677 -0.72028
H23 2.35980 -4.74560 0.49088
H24 3.90724 -4.03319 0.97230
H25 2.05757 -2.92213 -2.11910
H26 0.80841 -3.44712 -0.98300
H27 1.04789 -1.73431 -1.28808
H28 1.66268 -0.25235 0.47359
H29 0.56815 0.93086 -1.31887
H30 0.40160 2.68379 -1.50788

Results
* total charge: 0
* SMILES: CCOC(=O)CCNC(=O)N1CCC[C@H](C(=O)c2cccc(OC(C)C)c2)C1

=====

Computed HOMO-LUMO gap (eV) in order:
9.159 8.725 6.367 9.465 8.952 8.647 9.859 9.056